ORCA calculation (ωB97M-V/def2-TZVPD) on C34H43AlN5O10S as an isolated structure.

## Properties
charge	-1
spin multiplicity	1
lowest unoccupied orbital energy	0.4826	eV
M	740.79	g/mol
gap between HOMO and LUMO	5.4	eV
E	-81302.0803	eV

Positions of all 94 atoms, in Å:
1 C -5.25447 2.93026 3.78351
2 C -5.93825 1.53932 4.17341
3 C -4.95268 0.31775 4.15667
4 O -4.33180 0.03933 5.17798
5 O -4.71939 -0.45733 2.99259
6 C -3.52294 0.13760 2.38389
7 C -3.25421 -0.33813 0.90261
8 Al -2.15980 1.18963 0.00504
9 C -2.85667 1.69954 -1.85424
10 C -2.68175 3.28153 -2.08350
11 N -3.21635 4.11562 -0.98135
12 C -0.17399 0.70305 0.07994
13 C 0.62214 1.45823 1.23966
14 C 0.13053 1.09227 2.69111
15 S 0.22038 -0.74544 3.03248
16 H -5.64259 3.25038 2.76947
17 H -5.42328 3.73435 4.54642
18 H -4.13647 2.82135 3.65450
19 H -6.79254 1.33275 3.45860
20 H -6.32694 1.62432 5.23065
21 H -3.72728 1.25551 2.31212
22 H -2.60583 0.05408 3.04611
23 H -2.62518 -1.28524 0.87783
24 H -4.22509 -0.53908 0.35922
25 H -2.34176 2.49624 0.94408
26 H -2.22619 1.15150 -2.61758
27 H -3.96272 1.44704 -1.95517
28 H -3.19866 3.61068 -3.04103
29 H -1.57431 3.50572 -2.16338
30 H -2.49584 4.30961 -0.28098
31 H -4.03461 3.70201 -0.53527
32 H -0.07046 -0.42097 0.14952
33 H 0.29340 1.04303 -0.90132
34 H 1.70348 1.13635 1.16832
35 H 0.55029 2.58449 1.13649
36 H -0.86969 1.51794 2.96973
37 H 0.87863 1.55633 3.41270
38 H -0.05406 -0.94839 4.36921
39 C 3.26928 -1.12941 -5.10351
40 C 1.99753 -1.60126 -5.41062
41 C 0.89375 -0.77096 -5.26461
42 C 1.07731 0.53136 -4.81400
43 C 2.34371 1.00915 -4.49751
44 C 3.44286 0.17162 -4.64378
45 N -0.08253 1.41753 -4.68148
46 O -1.18047 0.96031 -4.95065
47 O 0.11565 2.56140 -4.31513
48 H 4.13035 -1.77943 -5.22381
49 H 1.86693 -2.61665 -5.76683
50 H -0.09269 -1.14695 -5.50567
51 H 2.48819 2.02153 -4.14127
52 H 4.43521 0.53265 -4.40350
53 C -6.00700 -0.95352 -1.69118
54 C -5.51372 -0.86699 -2.98858
55 C -5.47756 -1.99708 -3.79519
56 C -5.94259 -3.20780 -3.29186
57 C -6.43032 -3.30439 -1.99293
58 C -6.46021 -2.17005 -1.19237
59 N -5.92932 -4.39683 -4.14695
60 O -5.47782 -4.28252 -5.27475
61 O -6.37443 -5.43523 -3.68593
62 H -6.03811 -0.06831 -1.06560
63 H -5.15924 0.08271 -3.37140
64 H -5.09146 -1.91990 -4.80384
65 H -6.78806 -4.24647 -1.59658
66 H -6.83985 -2.23233 -0.17926
67 C 9.02291 -2.77301 -4.24716
68 C 8.29572 -1.81277 -4.94192
69 C 7.38292 -1.01028 -4.26946
70 C 7.21073 -1.17661 -2.89971
71 C 7.92787 -2.13873 -2.19855
72 C 8.83677 -2.93899 -2.87910
73 N 6.26650 -0.31620 -2.18164
74 O 5.63942 0.50433 -2.83236
75 O 6.16406 -0.46736 -0.97924
76 H 9.73886 -3.39441 -4.77426
77 H 8.44281 -1.68775 -6.00835
78 H 6.82131 -0.26509 -4.81937
79 H 7.79172 -2.27332 -1.13263
80 H 9.40345 -3.69060 -2.34226
81 C 2.68292 1.50210 6.16016
82 C 2.77301 0.21215 5.64830
83 C 3.47248 -0.76473 6.34576
84 C 4.07371 -0.43773 7.55691
85 C 3.99448 0.85143 8.07200
86 C 3.29558 1.82273 7.36724
87 N 4.79202 -1.47032 8.30828
88 O 4.85955 -2.58541 7.82033
89 O 5.27977 -1.15700 9.38199
90 H 2.13123 2.26111 5.61583
91 H 2.29453 -0.03256 4.70604
92 H 3.53711 -1.76636 5.93931
93 H 4.46550 1.10973 9.01226
94 H 3.22466 2.83026 7.76035

***

ORCA calculation (ωB97M-V/def2-TZVPD) on C18H33ClN3O5PPd as an isolated structure.

## Properties
charge	0
spin multiplicity	1
lowest unoccupied orbital energy (spin up / spin down)	-1.8374 / -1.7208	eV
M	544.33	g/mol
gap between HOMO and LUMO (spin up / spin down)	7.3 / 7.4	eV
E	-59191.8018	eV

Positions of all 62 atoms, in Å:
1 Pd 1.45234 1.56043 0.69112
2 O 4.37229 2.97865 3.08074
3 Cl 3.40935 2.43022 2.19299
4 O 2.88832 3.44605 1.25587
5 O 2.21792 1.93214 2.92133
6 O 3.92637 1.32826 1.40092
7 O 1.24219 -0.52459 1.39893
8 P -0.19278 -0.96447 1.20526
9 N -0.78777 -0.93867 -0.32861
10 C 0.15383 -1.43915 -1.37203
11 C -0.39412 -0.88695 -2.70311
12 C -1.67500 -0.12478 -2.33769
13 C -1.49761 0.24062 -0.87400
14 N -0.29283 -2.53105 1.69215
15 C 0.91309 -3.26698 2.15516
16 C 0.36029 -4.65709 2.43724
17 C -0.67152 -4.84090 1.32334
18 C -1.34071 -3.46739 1.23757
19 N -1.20003 0.04717 2.02147
20 C -0.75131 0.52047 3.36300
21 C -1.81331 0.02394 4.36744
22 C -2.75685 -0.86788 3.54838
23 C -2.63071 -0.30907 2.13404
24 H 0.18644 -2.53079 -1.34993
25 H 1.16123 -1.07376 -1.19232
26 H -0.59702 -1.68887 -3.40941
27 H 0.33863 -0.21498 -3.15104
28 H -2.54833 -0.76972 -2.45479
29 H -1.82281 0.76522 -2.95013
30 H -2.44487 0.39623 -0.36581
31 H -0.90867 1.15196 -0.78587
32 H 1.35757 -2.78929 3.02415
33 H 1.67231 -3.30364 1.37084
34 H -0.13762 -4.67020 3.41024
35 H 1.13966 -5.41789 2.43785
36 H -1.39356 -5.63019 1.52988
37 H -0.16717 -5.07713 0.38317
38 H -2.21245 -3.42653 1.89591
39 H -1.67343 -3.21983 0.22975
40 H -0.69661 1.60661 3.35714
41 H 0.24904 0.15579 3.57823
42 H -2.35487 0.87122 4.78831
43 H -1.35934 -0.51816 5.19507
44 H -3.78327 -0.85676 3.91325
45 H -2.39772 -1.89920 3.56110
46 H -3.23333 0.59495 2.01981
47 H -2.92687 -1.01627 1.35909
48 C 1.68871 4.66393 -3.56208
49 C 1.30757 3.17597 -3.62704
50 C -0.09689 3.02416 -4.22647
51 C 2.32805 2.42353 -4.49248
52 C 1.32203 2.60655 -2.26265
53 C 1.32018 2.20843 -1.12561
54 H 1.70912 5.09163 -4.56805
55 H 2.67257 4.78748 -3.10811
56 H 0.96542 5.21778 -2.96180
57 H -0.10154 3.38260 -5.25969
58 H -0.82654 3.60231 -3.65578
59 H -0.40894 1.97660 -4.22448
60 H 2.29718 2.80213 -5.51747
61 H 2.10672 1.35453 -4.51250
62 H 3.33795 2.55461 -4.10179

***

ORCA calculation (ωB97M-V/def2-TZVPD) on one molecule with the formula C3H9N3.

## Properties
charge	0
SMILES string	[H]/N=C(/N)NCC
spin multiplicity	1
ΔE to the lowest compared entry with this formula, charge and spin	16.09	kcal/mol
lowest unoccupied orbital energy	0.8966	eV
M	87.13	g/mol
gap between HOMO and LUMO	9.7	eV
E	-7726.8764	eV

Positions of all 15 atoms, in Å:
1 C 0.67302 -2.11256 -0.04742
2 C 0.03158 -0.84212 0.44345
3 N 0.05201 0.16149 -0.63203
4 C -0.37258 1.47887 -0.34772
5 N -0.67414 1.71916 0.99251
6 N -0.65304 2.37639 -1.21127
7 H 0.31265 -3.03643 0.40578
8 H 0.56524 -2.30707 -1.12366
9 H 1.76790 -2.14400 0.00226
10 H 0.62215 -0.43188 1.27096
11 H -0.98028 -1.02292 0.80286
12 H 0.96253 0.15758 -1.07405
13 H -1.27046 1.06385 1.47320
14 H -0.98899 2.67956 1.06162
15 H -0.04758 2.26009 -2.01650